Here is 3 unconnected molecules or ions with the total composition C3H13NO2S from OMol25. Energies are from ωB97M-V with the def2-TZVPD basis set.

The highest occupied orbital energy (alpha / beta) is -14.26 / -14.25 eV. As for the spin multiplicity: 2. The LUMO energy (alpha / beta) is -3.32 / -8.52 eV. Its total charge is +1.

XYZ file:
```
20
Properties=species:S:1:pos:R:3:lowdin_spin:R:1
C -0.489 -1.412 -1.834 0.017
C 0.374 -0.597 -0.891 0.016
C 0.011 -0.827 0.556 0.042
S 1.464 -0.417 1.551 0.498
N 1.812 -0.907 -0.962 0.351
H -1.548 -1.269 -1.614 0.004
H -0.277 -1.199 -2.879 0.000
H -0.297 -2.467 -1.665 0.000
H 0.358 0.466 -1.125 0.004
H -0.214 -1.876 0.794 0.019
H -0.908 -0.310 0.840 0.003
H 0.915 0.238 2.600 0.027
H 2.286 -0.642 -1.812 0.005
H 2.062 -1.843 -0.649 0.008
H -3.023 1.948 -0.123 0.000
H -3.092 1.123 -1.379 0.000
O -3.408 1.128 -0.468 0.000
H -0.257 2.394 1.397 0.000
H 0.141 2.325 -0.098 0.001
O -0.561 2.578 0.505 0.004
```

Here is C3H7NO2 in the gas phase from OMol25. Energies are from ωB97M-V with the def2-TZVPD basis set.

The highest occupied orbital energy is -9.15 eV. The LUMO energy is 0.81 eV. The SMILES is CNCC(=O)O.

XYZ file:
```
13
Properties=species:S:1:pos:R:3:mulliken_charge:R:1
C 1.003 -0.707 -1.175 -0.779
N 0.985 0.573 -0.620 -0.355
C -0.349 0.948 -0.059 -0.672
C -0.859 0.121 1.144 0.671
O -0.215 0.250 2.155 -0.531
O -1.997 -0.672 1.156 -0.442
H 0.355 -1.368 -0.672 0.259
H 1.957 -1.252 -1.136 0.341
H 0.702 -0.453 -2.210 0.242
H 1.701 0.731 0.073 0.267
H -1.030 0.674 -0.884 0.332
H -0.221 1.995 0.139 0.342
H -2.031 -0.840 2.088 0.325
```

DFT total energy in hartree, matching the order above: -725.1836, -323.7161
Energy relative to the best compared isomer or geometry (same formula, charge and spin) in kcal/mol, matching the order above: 0.2, 40.7